Record 1
# C33H40N3O

A 2-piece molecular cluster, C33H40N3O overall in a non-equilibrium geometry (ωB97M-V with the def2-TZVPD basis set, OMol25).

E_LUMO	-4.59	eV
energy above the lowest of the compared OMol25 structures with the same formula, charge and spin	40.7	kJ/mol
Kohn-Sham gap	6.5	eV
calculated total energy	-41381.92689	eV
E_HOMO	-11.10	eV
strongest force on any atom	2.68	eV/Å

Structure (ORCA input):
```
! RIJCOSX wB97M-V def2-TZVPD def2/J DEFGRID3
* xyz 1 1
C 2.572 5.211 0.919
N 2.323 3.800 0.729
C 3.338 2.919 0.477
O 4.519 3.222 0.343
C 2.721 1.528 0.379
C 3.223 0.561 1.444
C 4.699 0.265 1.299
C 5.581 0.579 2.337
C 6.955 0.436 2.142
C 7.444 -0.082 0.937
C 6.550 -0.465 -0.071
C 5.174 -0.301 0.113
N 1.295 1.809 0.502
C 0.419 0.783 0.433
C -0.959 0.914 0.542
C -1.947 -0.072 0.442
C -3.343 0.276 0.639
C -4.381 -0.692 0.615
C -5.710 -0.345 0.823
C -6.082 0.984 1.067
C -7.520 1.334 1.284
C -5.083 1.960 1.104
C -3.755 1.621 0.895
C 0.982 3.232 0.768
C 0.363 3.473 2.155
C 0.114 3.882 -0.319
H 3.648 5.394 0.844
H 2.050 5.811 0.155
H 2.218 5.543 1.910
H 2.936 1.130 -0.632
H 3.021 0.992 2.435
H 2.654 -0.378 1.360
H 5.170 0.967 3.273
H 7.640 0.740 2.934
H 8.519 -0.190 0.785
H 6.917 -0.881 -1.009
H 4.460 -0.587 -0.664
H 0.865 -0.203 0.274
H -1.262 1.943 0.747
H -1.688 -1.117 0.256
H -4.106 -1.730 0.427
H -6.486 -1.110 0.808
H -7.636 2.407 1.450
H -8.124 1.055 0.413
H -7.929 0.805 2.152
H -5.349 2.997 1.306
H -3.031 2.432 0.932
H 1.059 3.145 2.939
H 0.173 4.548 2.276
H -0.584 2.938 2.277
H 0.641 3.846 -1.281
H -0.852 3.381 -0.426
H -0.067 4.931 -0.048
C -2.088 -2.522 -5.160
C -3.131 -2.542 -4.231
C -2.868 -2.815 -2.887
C -1.565 -3.091 -2.461
C -1.380 -3.567 -1.034
C -0.973 -5.059 -0.957
C 0.193 -5.143 0.041
C 0.589 -3.695 0.348
N -0.495 -2.810 -0.155
C -0.512 -3.075 -3.389
C -0.781 -2.782 -4.735
H -2.297 -2.317 -6.210
H -4.161 -2.367 -4.541
H -3.681 -2.877 -2.156
H -2.364 -3.496 -0.558
H -1.830 -5.639 -0.596
H -0.677 -5.423 -1.948
H -0.150 -5.635 0.955
H 1.042 -5.700 -0.364
H 0.797 -3.586 1.422
H 1.529 -3.411 -0.162
H -0.089 -1.980 -0.588
H 0.507 -3.328 -3.074
H 0.036 -2.780 -5.457
*
```

Löwdin population analysis, charges in e, atoms 1 to 2: 0.00 -0.04

=====

Record 2
# C33H41BrNO2PSi

A 6-piece molecular cluster, C33H41BrNO2PSi overall (ωB97M-V with the def2-TZVPD basis set, OMol25).

E_LUMO	0.29	eV
Kohn-Sham gap	9.4	eV
calculated total energy	-127681.00274	eV
SMILES	N=P(O)(O)[SiH2]CCCBr.c1ccccc1.c1ccccc1.c1ccccc1.c1ccccc1.c1ccccc1
E_HOMO	-9.16	eV
strongest force on any atom	0.59	eV/Å

Structure (ORCA input):
```
! RIJCOSX wB97M-V def2-TZVPD def2/J DEFGRID3
* xyz 0 1
N -6.565 -1.468 -1.511
P -5.300 -0.853 -0.885
O -4.736 -1.467 0.514
O -5.514 0.679 -0.408
Si -3.601 -0.820 -2.415
C -1.984 -1.504 -1.730
C -1.093 -0.527 -0.950
C -1.565 -0.273 0.469
Br -1.284 -1.820 1.616
H -7.072 -2.110 -0.911
H -4.157 -2.235 0.411
H -4.761 1.051 0.073
H -3.440 0.562 -2.921
H -4.069 -1.705 -3.498
H -1.431 -1.909 -2.583
H -2.211 -2.365 -1.088
H -1.029 0.443 -1.457
H -0.074 -0.922 -0.909
H -1.039 0.554 0.939
H -2.638 -0.096 0.532
C -4.494 1.061 -8.376
C -3.614 0.324 -7.597
C -3.947 0.001 -6.288
C -5.160 0.419 -5.758
C -6.038 1.159 -6.537
C -5.708 1.478 -7.847
H -4.236 1.309 -9.398
H -2.668 -0.003 -8.011
H -3.262 -0.581 -5.685
H -5.432 0.167 -4.740
H -6.984 1.481 -6.120
H -6.398 2.050 -8.454
C 0.596 -1.336 5.010
C 1.669 -2.077 4.535
C 2.763 -2.319 5.354
C 2.783 -1.819 6.649
C 1.710 -1.077 7.125
C 0.616 -0.836 6.305
H -0.252 -1.151 4.364
H 1.651 -2.463 3.523
H 3.604 -2.893 4.984
H 3.638 -2.007 7.287
H 1.729 -0.684 8.133
H -0.220 -0.257 6.675
C 6.341 0.490 3.239
C 5.345 0.168 4.151
C 5.549 0.382 5.507
C 6.748 0.919 5.953
C 7.745 1.240 5.041
C 7.541 1.027 3.685
H 6.182 0.326 2.181
H 4.406 -0.251 3.809
H 4.767 0.131 6.211
H 6.908 1.087 7.011
H 8.682 1.656 5.390
H 8.318 1.280 2.974
C -11.862 -0.680 -5.320
C -11.976 -0.498 -6.692
C -10.835 -0.365 -7.471
C -9.581 -0.413 -6.878
C -9.468 -0.594 -5.506
C -10.608 -0.727 -4.726
H -12.753 -0.785 -4.713
H -12.954 -0.460 -7.154
H -10.923 -0.225 -8.541
H -8.688 -0.314 -7.483
H -8.490 -0.634 -5.041
H -10.517 -0.869 -3.657
C 11.302 2.523 4.240
C 12.352 3.420 4.384
C 13.662 2.975 4.276
C 13.922 1.635 4.026
C 12.872 0.738 3.885
C 11.561 1.182 3.991
H 10.280 2.873 4.319
H 12.148 4.465 4.581
H 14.481 3.674 4.388
H 14.944 1.289 3.942
H 13.075 -0.308 3.692
H 10.741 0.482 3.883
*
```

Löwdin population analysis, charges in e, atoms 1 to 2: -0.21 0.34